<1>
Formula: CH5NP2
Source: OMol25
Level of theory: ωB97M-V/def2-TZVPD

SMILES: [H]/P=N/PC
Orbital gap in eV: 8.08

```
! wB97M-V def2-TZVPD RIJCOSX def2/J DEFGRID3
* xyz 0 1
H -0.038 0.600 3.402
P 0.036 -0.470 2.255
N 0.606 0.497 1.160
P 1.107 0.307 -0.412
C -0.400 -0.526 -1.340
H 0.690 1.807 -0.502
H -0.489 -1.570 -1.107
H -0.096 -0.371 -2.430
H -1.415 -0.275 -1.027
*
```

<2>
Formula: CH5NP2
Source: OMol25
Level of theory: ωB97M-V/def2-TZVPD

Orbital gap in eV: 7.76

```
! wB97M-V def2-TZVPD RIJCOSX def2/J DEFGRID3
* xyz 0 1
C -1.246 -1.388 -0.639
N 0.930 0.587 0.055
P 0.012 0.506 -1.171
P 1.915 1.783 0.637
H -2.228 -1.523 -1.112
H -0.705 -2.304 -0.826
H -1.531 -1.287 0.382
H 0.826 2.507 0.877
H 2.027 1.120 1.799
*
```

Name the most stable of them. <1>.

<1>
Formula: C16H25N3O4S
Source: OMol25
Level of theory: ωB97M-V/def2-TZVPD

SMILES: CCCN(CCC)CCNS(=O)(=O)c1ccc2c(c1)oc(=O)n2C
Orbital gap in eV: 8.48

```
! wB97M-V def2-TZVPD RIJCOSX def2/J DEFGRID3
* xyz 0 1
C -4.288 -3.215 0.492
C -4.421 -2.332 -0.741
C -3.091 -1.648 -1.075
N -2.659 -0.791 0.015
C -3.266 0.531 -0.019
C -3.317 1.181 1.363
C -4.149 2.457 1.334
C -1.238 -0.800 0.258
C -0.341 -0.252 -0.877
N -0.320 1.198 -0.893
S 0.542 2.025 0.264
O 0.042 1.687 1.560
O 0.531 3.392 -0.159
C 2.212 1.384 0.120
C 3.069 1.972 -0.793
C 4.359 1.494 -0.970
C 4.734 0.403 -0.204
C 3.849 -0.185 0.716
C 2.571 0.294 0.900
O 4.473 -1.230 1.327
C 5.737 -1.320 0.822
O 6.551 -2.134 1.144
N 5.899 -0.319 -0.118
C 7.119 -0.106 -0.847
H -3.915 -2.622 1.322
H -5.250 -3.642 0.766
H -3.590 -4.028 0.307
H -4.736 -2.929 -1.599
H -5.186 -1.576 -0.561
H -2.338 -2.426 -1.225
H -3.195 -1.093 -2.023
H -4.291 0.407 -0.376
H -2.744 1.202 -0.718
H -2.310 1.426 1.698
H -3.750 0.469 2.068
H -3.713 3.174 0.642
H -4.179 2.912 2.321
H -5.170 2.249 1.019
H -0.942 -1.837 0.444
H -1.039 -0.219 1.157
H -0.724 -0.594 -1.841
H 0.677 -0.652 -0.753
H -0.136 1.611 -1.794
H 2.713 2.828 -1.344
H 5.039 1.953 -1.669
H 1.884 -0.120 1.617
H 7.517 0.889 -0.640
H 6.945 -0.211 -1.919
H 7.831 -0.860 -0.517
*
```

<2>
Formula: C16H25N3O4S
Source: OMol25
Level of theory: ωB97M-V/def2-TZVPD

Orbital gap in eV: 7.15

```
! wB97M-V def2-TZVPD RIJCOSX def2/J DEFGRID3
* xyz 0 1
C 6.066 4.992 0.353
C 4.558 4.602 0.566
C 3.905 4.045 -0.635
C 2.414 3.896 -0.464
C 1.687 3.402 -1.908
C 0.197 3.373 -1.540
C -0.286 2.510 -0.377
C 0.422 0.834 -0.697
C -0.126 -0.112 0.333
H -1.335 -0.268 0.252
H 0.181 0.151 1.552
S 0.789 -1.686 0.059
O 0.214 -2.131 -1.428
O 2.015 -1.601 0.566
N -0.027 -2.759 1.146
N -1.227 -3.288 1.246
C -2.184 -3.220 0.171
C -3.295 -3.992 0.254
C -3.532 -5.078 1.338
C -4.728 -5.607 1.381
C -5.534 -5.615 0.107
C -5.218 -4.648 -0.713
C -4.075 -4.036 -0.737
H -3.891 -3.263 -1.532
H -5.739 -4.907 -1.796
H -6.532 -6.283 0.212
N -5.170 -6.462 2.262
O -5.966 -7.304 2.391
O -4.305 -6.408 3.373
H -2.973 -4.960 2.182
H -1.793 -2.708 -0.585
H 0.614 -3.044 1.861
H 0.088 0.507 -1.572
H 1.372 0.935 -0.623
H -1.306 2.328 -0.430
H 0.232 2.583 0.724
H -0.132 4.141 -1.422
H -0.280 3.050 -2.249
H 2.223 2.472 -1.942
H 2.045 4.209 -2.361
H 2.211 3.252 0.453
H 2.005 5.049 0.116
H 4.440 3.409 -1.067
H 3.958 5.075 -1.564
H 4.708 3.986 1.315
H 4.045 5.534 0.879
H 6.106 5.750 -0.518
H 6.437 5.324 1.136
H 6.721 3.971 -0.067
*
```

Name the most stable of them. <1>.

<1>
Formula: C43H63BaCl2N3O3S2Se
Source: OMol25
Level of theory: ωB97M-V/def2-TZVPD

Orbital gap in eV: 6.03

```
! wB97M-V def2-TZVPD RIJCOSX def2/J DEFGRID3
* xyz -2 1
Ba 1.318 -0.970 -0.721
C -2.049 -1.203 -1.861
N -1.337 -0.129 -1.154
C -1.427 1.119 -1.926
C -1.893 0.029 0.203
C -1.071 0.901 1.169
N 0.324 0.454 1.400
C 1.321 1.564 1.610
C 1.054 2.864 0.923
C 0.581 3.926 1.668
C 0.282 5.161 1.090
C 0.487 5.244 -0.281
C 0.976 4.212 -1.094
C 1.296 2.951 -0.486
O 1.746 1.903 -1.095
C 1.131 4.582 -2.588
C 1.608 3.440 -3.481
C 2.147 5.724 -2.732
C -0.221 5.053 -3.145
C -0.267 6.309 1.939
C -0.445 7.589 1.125
C -1.632 5.919 2.524
C 0.692 6.610 3.099
C 0.458 -0.464 2.557
C -0.505 -1.627 2.651
C -1.364 -1.714 3.727
C -2.241 -2.792 3.886
C -2.173 -3.782 2.917
C -1.317 -3.754 1.801
C -0.485 -2.629 1.643
O 0.288 -2.384 0.602
C -1.370 -4.962 0.845
C -1.047 -6.237 1.639
C -2.782 -5.092 0.258
C -0.388 -4.890 -0.329
C -3.208 -2.823 5.072
C -2.426 -2.786 6.392
C -4.079 -4.076 5.065
C -4.134 -1.600 5.015
H -3.133 -1.003 -1.897
H -1.885 -2.158 -1.351
H -1.697 -1.275 -2.894
H -2.481 1.412 -2.067
H -0.989 0.984 -2.916
H -0.900 1.926 -1.417
H -2.032 -0.965 0.627
H -2.892 0.494 0.140
H -1.626 0.944 2.118
H -1.044 1.919 0.788
H 2.314 1.184 1.309
H 1.362 1.779 2.685
H 0.427 3.767 2.734
H 0.259 6.185 -0.770
H 2.610 3.117 -3.194
H 1.630 3.799 -4.519
H 0.961 2.565 -3.426
H 3.131 5.417 -2.362
H 1.840 6.611 -2.169
H 2.252 6.006 -3.787
H -0.978 4.272 -3.027
H -0.128 5.273 -4.215
H -0.591 5.954 -2.649
H -1.163 7.458 0.311
H 0.501 7.923 0.686
H -0.818 8.387 1.777
H -2.359 5.758 1.721
H -2.017 6.702 3.189
H -1.562 4.990 3.097
H 1.687 6.862 2.719
H 0.802 5.749 3.763
H 0.321 7.453 3.696
H 0.339 0.132 3.473
H 1.483 -0.856 2.551
H -1.351 -0.908 4.457
H -2.828 -4.641 3.015
H -1.767 -6.422 2.443
H -0.051 -6.173 2.086
H -1.061 -7.103 0.967
H -3.542 -5.235 1.033
H -2.827 -5.948 -0.425
H -3.050 -4.197 -0.312
H 0.654 -4.749 -0.037
H -0.621 -4.076 -1.016
H -0.475 -5.830 -0.889
H -1.744 -3.639 6.460
H -3.110 -2.819 7.248
H -1.824 -1.877 6.477
H -3.478 -4.988 5.128
H -4.684 -4.135 4.157
H -4.757 -4.056 5.924
H -3.567 -0.666 5.054
H -4.841 -1.603 5.854
H -4.705 -1.599 4.082
Cl 1.327 -3.284 -2.978
C 2.909 -4.078 -3.063
C 3.169 -4.593 -4.323
C 4.357 -5.265 -4.553
C 5.243 -5.398 -3.494
C 4.951 -4.866 -2.247
Cl 6.194 -5.123 -1.016
C 3.763 -4.155 -1.931
S 3.400 -3.482 -0.378
H 2.429 -4.458 -5.103
H 4.579 -5.677 -5.530
H 6.184 -5.920 -3.621
Se -0.943 -0.517 -5.750
C -2.498 -1.388 -6.308
N -3.468 -1.932 -6.655
C 4.647 0.787 -3.437
S 2.956 0.325 -3.242
C 2.792 -0.506 -4.804
O 3.002 -0.812 -2.210
H 5.206 -0.133 -3.623
H 4.963 1.246 -2.499
H 4.742 1.505 -4.254
H 3.035 0.199 -5.605
H 1.758 -0.843 -4.923
H 3.465 -1.370 -4.805
*
```

<2>
Formula: C43H63BaCl2N3O3S2Se
Source: OMol25
Level of theory: ωB97M-V/def2-TZVPD

Orbital gap in eV: 5.81

```
! wB97M-V def2-TZVPD RIJCOSX def2/J DEFGRID3
* xyz -2 1
Ba -0.639 0.078 0.056
C 2.415 -1.868 2.733
N 1.852 -0.640 2.212
C 2.931 0.233 1.726
C 1.012 0.050 3.185
C -0.301 -0.705 3.457
N -1.441 -0.190 2.680
C -2.499 -1.239 2.682
C -3.844 -0.906 2.060
C -5.001 -1.035 2.817
C -6.270 -0.929 2.244
C -6.303 -0.716 0.866
C -5.175 -0.593 0.047
C -3.900 -0.676 0.661
O -2.753 -0.584 0.009
C -5.422 -0.465 -1.481
C -4.146 -0.342 -2.330
C -6.267 0.791 -1.768
C -6.173 -1.713 -1.971
C -7.553 -1.241 3.026
C -8.728 -0.378 2.546
C -7.928 -2.720 2.814
C -7.364 -1.013 4.530
C -1.926 1.081 3.266
C -2.745 1.955 2.343
C -4.040 2.319 2.684
C -4.784 3.186 1.892
C -4.151 3.675 0.748
C -2.839 3.375 0.370
C -2.105 2.472 1.190
O -0.862 2.082 0.942
C -2.283 4.110 -0.882
C -2.356 5.625 -0.629
C -3.136 3.764 -2.113
C -0.820 3.789 -1.237
C -6.218 3.610 2.231
C -6.685 2.980 3.542
C -7.174 3.154 1.119
C -6.299 5.135 2.370
H 3.093 -1.672 3.584
H 2.990 -2.361 1.947
H 1.641 -2.562 3.066
H 3.688 0.412 2.517
H 2.524 1.205 1.420
H 3.420 -0.191 0.851
H 0.775 1.032 2.757
H 1.555 0.224 4.129
H -0.535 -0.682 4.536
H -0.172 -1.752 3.176
H -2.677 -1.558 3.720
H -2.092 -2.095 2.127
H -4.888 -1.237 3.880
H -7.275 -0.674 0.375
H -3.516 0.486 -2.013
H -4.425 -0.177 -3.374
H -3.538 -1.250 -2.279
H -5.745 1.688 -1.410
H -7.252 0.757 -1.283
H -6.421 0.895 -2.850
H -5.606 -2.618 -1.723
H -6.293 -1.669 -3.062
H -7.169 -1.804 -1.517
H -9.002 -0.597 1.508
H -8.490 0.691 2.610
H -9.613 -0.573 3.167
H -8.111 -2.921 1.751
H -8.834 -2.985 3.382
H -7.108 -3.371 3.138
H -7.004 0.002 4.740
H -6.648 -1.721 4.962
H -8.321 -1.152 5.047
H -1.047 1.661 3.557
H -2.501 0.863 4.180
H -4.462 1.894 3.592
H -4.712 4.357 0.108
H -3.386 5.967 -0.473
H -1.942 6.166 -1.490
H -1.773 5.894 0.262
H -4.196 4.004 -1.960
H -3.064 2.699 -2.360
H -2.782 4.324 -2.988
H -0.140 3.993 -0.409
H -0.527 4.394 -2.102
H -0.700 2.748 -1.514
H -6.623 1.886 3.494
H -7.730 3.256 3.733
H -6.080 3.320 4.393
H -7.108 2.069 0.982
H -6.923 3.623 0.160
H -8.213 3.417 1.367
H -5.616 5.487 3.153
H -7.321 5.444 2.632
H -6.021 5.637 1.436
Cl 4.054 2.424 -0.552
C 4.819 1.819 -2.011
C 5.828 2.610 -2.551
C 6.489 2.211 -3.701
C 6.114 1.017 -4.296
C 5.109 0.238 -3.736
Cl 4.738 -1.245 -4.599
C 4.403 0.576 -2.544
S 3.205 -0.449 -1.811
H 6.085 3.540 -2.056
H 7.288 2.813 -4.120
H 6.592 0.677 -5.208
Se -1.052 0.290 -4.695
C -2.747 0.319 -5.430
N -3.821 0.338 -5.899
C 1.201 -4.031 -1.371
S 0.623 -2.370 -1.390
C -0.748 -2.671 -2.488
O -0.005 -2.157 -0.004
H 0.358 -4.656 -1.060
H 2.016 -4.072 -0.643
H 1.573 -4.299 -2.366
H -0.352 -2.890 -3.485
H -1.341 -1.753 -2.574
H -1.348 -3.495 -2.076
*
```

Name the most stable of them. <1>.

<1>
Formula: C2H5B
Source: OMol25
Level of theory: ωB97M-V/def2-TZVPD

Orbital gap (spin up / spin down) in eV: 9.31 / 6.74

```
! wB97M-V def2-TZVPD RIJCOSX def2/J DEFGRID3
* xyz 0 1
B -0.141 0.673 -0.921
C 0.498 -1.127 0.831
C 0.327 0.091 0.245
H -0.016 1.339 -1.786
H -2.542 1.327 -1.119
H 1.027 -1.337 1.721
H 0.218 -1.955 0.214
H 0.629 0.989 0.814
*
```

<2>
Formula: C2H5B
Source: OMol25
Level of theory: ωB97M-V/def2-TZVPD

SMILES: BC=C
Orbital gap in eV: 9.59

```
! wB97M-V def2-TZVPD RIJCOSX def2/J DEFGRID3
* xyz 0 1
B -1.164 0.089 0.575
C -0.116 0.303 -0.417
C 1.315 -0.032 -0.219
H -0.972 -0.477 1.546
H -2.188 0.113 0.046
H -0.439 0.790 -1.304
H 2.111 -0.230 -0.927
H 1.454 -0.555 0.699
*
```

Name the most stable of them. <2>.

<1>
Formula: C5H5N
Source: OMol25
Level of theory: ωB97M-V/def2-TZVPD

SMILES: c1ccncc1
Orbital gap in eV: 10.83

```
! wB97M-V def2-TZVPD RIJCOSX def2/J DEFGRID3
* xyz 0 1
C -0.390 0.989 -0.164
C 0.965 0.729 -0.031
C 1.355 -0.525 -0.093
N 0.521 -1.518 -0.100
C -0.789 -1.152 0.041
C -1.283 -0.010 -0.097
H -0.546 2.150 -0.025
H 1.638 1.669 0.302
H 2.435 -0.786 0.026
H -1.584 -1.866 -0.024
H -2.322 0.319 0.165
*
```

<2>
Formula: C5H5N
Source: OMol25
Level of theory: ωB97M-V/def2-TZVPD

SMILES: CCC#CC#N
Orbital gap in eV: 11.09

```
! wB97M-V def2-TZVPD RIJCOSX def2/J DEFGRID3
* xyz 0 1
C -1.470 -0.921 0.151
C -0.904 0.502 0.044
C 0.547 0.508 -0.124
C 1.750 0.509 -0.218
C 3.131 0.540 -0.259
N 4.291 0.577 -0.276
H -1.118 -1.414 1.061
H -1.171 -1.523 -0.713
H -2.562 -0.890 0.188
H -1.134 1.080 0.947
H -1.362 1.031 -0.800
*
```

Name the most stable of them. <2>.

<1>
Formula: C5H5N
Source: OMol25
Level of theory: ωB97M-V/def2-TZVPD

Orbital gap (spin up / spin down) in eV: 6.41 / 7.30

```
! wB97M-V def2-TZVPD RIJCOSX def2/J DEFGRID3
* xyz 0 1
C -0.202 1.359 0.082
C -1.150 0.330 0.033
C -0.944 -1.072 0.003
N 0.281 -1.541 0.142
C 1.424 -1.748 0.371
C 1.201 1.249 0.265
H -0.616 2.362 -0.038
H -2.202 0.612 -0.069
H -1.742 -1.805 -0.083
H 2.287 -1.886 -0.269
H 1.633 2.143 -0.242
*
```

<2>
Formula: C5H5N
Source: OMol25
Level of theory: ωB97M-V/def2-TZVPD

SMILES: C#CC#CCN
Orbital gap in eV: 8.98

```
! wB97M-V def2-TZVPD RIJCOSX def2/J DEFGRID3
* xyz 0 1
C 1.906 2.641 1.558
C 1.110 1.642 1.240
C 0.391 0.764 0.498
C -0.036 0.093 -0.494
C -0.670 -1.011 -1.278
N -1.585 -1.627 -0.473
H 2.560 3.131 2.288
H -1.058 -0.822 -2.224
H 0.429 -1.628 -1.293
H -2.048 -0.962 -0.012
H -0.999 -2.221 0.189
*
```

<3>
Formula: C5H5N
Source: OMol25
Level of theory: ωB97M-V/def2-TZVPD

SMILES: CC#CCC#N
Orbital gap in eV: 10.83

```
! wB97M-V def2-TZVPD RIJCOSX def2/J DEFGRID3
* xyz 0 1
C -2.342 -0.234 -0.774
C -0.947 -0.153 -0.294
C 0.196 -0.013 0.074
C 1.590 0.172 0.535
C 2.693 -0.130 -0.412
N 3.609 0.074 -1.092
H -2.649 0.725 -1.212
H -3.044 -0.464 0.039
H -2.468 -1.004 -1.546
H 1.851 1.234 0.619
H 1.731 -0.268 1.534
*
```

Name the most stable of them. <3>.

<1>
Formula: C5H10NO2
Source: OMol25
Level of theory: ωB97M-V/def2-TZVPD

Orbital gap (spin up / spin down) in eV: 9.68 / 5.43

```
! wB97M-V def2-TZVPD RIJCOSX def2/J DEFGRID3
* xyz 0 2
N -1.128 -2.746 -1.690
C -0.719 -1.403 -1.642
O -1.585 -0.626 -1.099
O 0.369 -1.096 -2.090
H -2.118 -2.878 -1.508
H -0.812 -3.158 -2.550
C 0.705 0.671 1.431
C 0.241 1.283 0.336
C -0.001 2.754 0.252
C 1.013 -0.788 1.517
H 0.859 1.284 2.316
H 0.104 0.760 -0.598
H 0.639 3.268 -0.467
H -1.043 2.937 -0.027
H 0.133 3.246 1.218
H 0.887 -1.248 0.539
H 0.402 -1.308 2.258
H 2.056 -0.953 1.803
*
```

<2>
Formula: C5H10NO2
Source: OMol25
Level of theory: ωB97M-V/def2-TZVPD

Orbital gap (spin up / spin down) in eV: 10.39 / 8.26

```
! wB97M-V def2-TZVPD RIJCOSX def2/J DEFGRID3
* xyz 0 2
C -1.162 -0.873 -0.866
C -2.582 -0.304 -0.585
C -0.504 -1.052 0.564
N 0.652 -0.429 0.785
C 1.373 0.431 -0.132
C 2.416 1.481 0.739
O 2.308 2.577 0.180
O -0.892 -1.784 1.434
H -0.563 -0.360 -1.482
H -0.988 -1.840 -1.277
H -3.443 -0.702 -1.236
H -2.850 0.692 -0.894
H -2.824 -0.562 0.405
H 1.132 -0.727 1.630
H 2.062 0.012 -0.747
H 0.687 1.028 -0.833
H 3.265 0.900 0.549
H 1.915 1.511 1.767
*
```

Name the most stable of them. <1>.

<1>
Formula: C2H4N3O
Source: OMol25
Level of theory: ωB97M-V/def2-TZVPD

Orbital gap in eV: 6.93

```
! wB97M-V def2-TZVPD RIJCOSX def2/J DEFGRID3
* xyz 1 1
C -1.176 1.946 -1.028
C 1.307 -0.566 0.396
N -0.861 -1.236 0.600
N -1.620 -2.007 0.735
N -0.150 -0.287 0.392
O -0.789 1.725 -2.064
H -1.628 2.330 -0.148
H 1.770 0.348 -0.032
H 1.661 -0.862 1.401
H 1.486 -1.391 -0.251
*
```

<2>
Formula: C2H4N3O
Source: OMol25
Level of theory: ωB97M-V/def2-TZVPD

Orbital gap (spin up / spin down) in eV: 6.51 / 9.93

```
! wB97M-V def2-TZVPD RIJCOSX def2/J DEFGRID3
* xyz 1 1
C 1.148 -0.916 -0.942
C -0.786 0.398 0.414
N 1.414 -0.110 -0.118
N -0.890 -0.667 -0.449
N 0.598 0.718 0.712
O 1.111 1.344 1.581
H 1.488 -1.751 -1.631
H -1.217 1.461 0.187
H -1.243 0.116 1.392
H -1.622 -0.595 -1.146
*
```

<3>
Formula: C2H4N3O
Source: OMol25
Level of theory: ωB97M-V/def2-TZVPD

Orbital gap in eV: 10.64

```
! wB97M-V def2-TZVPD RIJCOSX def2/J DEFGRID3
* xyz 1 1
C 1.594 0.205 -0.040
C -1.912 -0.116 -0.201
N -3.003 0.161 0.163
N 1.513 1.350 0.027
N 1.720 -1.011 0.090
O -0.896 -0.672 -0.245
H -3.592 0.900 -0.256
H 1.199 2.237 -0.391
H 2.467 -1.443 0.656
H 0.908 -1.611 0.197
*
```

Name the most stable of them. <3>.